Entry 1:
{
  "formula": "C4H8N4",
  "method": "ωB97M-V/def2-TZVPD",
  "elements": ["C", "C", "C", "N", "N", "N", "C", "N", "H", "H", "H", "H", "H", "H", "H", "H"],
  "positions_angstrom": [[-0.08, -0.09, 0.38], [-0.55, 0.87, 1.44], [0.67, 0.45, -0.76], [0.56, -1.32, 0.85], [0.30, -0.47, -1.87], [1.19, 1.58, -1.07], [-1.15, -0.87, -0.95], [-2.19, -1.35, -1.21], [-0.10, -1.88, 1.38], [1.35, -1.10, 1.46], [0.85, -1.32, -1.83], [-0.10, -0.05, -2.72], [1.28, 2.18, -0.25], [-1.00, 1.77, 0.99], [-1.31, 0.40, 2.06], [0.26, 1.21, 2.10]],
  "lowdin_charge": [-0.42, -0.05, -0.37, 0.05, 0.12, 0.18, -0.33, 0.05, 0.09, 0.08, 0.14, 0.14, 0.06, 0.08, 0.09, 0.08],
  "de_lowest_kcal_mol": 87.4,
  "orbital_gap_ev": 8.39,
  "total_charge": 0,
  "e_lumo_ev": 0.41
}



Entry 2:
{
  "formula": "C21H16N3O9S2SeW",
  "method": "ωB97M-V/def2-TZVPD",
  "elements": ["W", "O", "C", "C", "C", "N", "C", "C", "C", "O", "O", "C", "O", "O", "H", "H", "H", "S", "C", "C", "C", "C", "C", "C", "H", "H", "H", "H", "H", "C", "N", "C", "Se", "N", "C", "C", "C", "C", "C", "C", "H", "H", "H", "H", "H", "H", "H", "H", "O", "S", "O", "O", "O"],
  "positions_angstrom": [[0.35, 1.46, -1.23], [4.87, 3.49, 2.50], [3.94, 3.00, 1.70], [4.22, 2.51, 0.41], [3.19, 1.98, -0.32], [1.95, 1.91, 0.17], [1.66, 2.42, 1.37], [2.62, 2.98, 2.17], [0.19, 2.19, 1.67], [-0.33, 2.47, 2.71], [-0.38, 1.57, 0.65], [3.23, 1.46, -1.74], [4.19, 1.53, -2.44], [2.04, 0.95, -2.06], [5.75, 3.48, 2.11], [5.22, 2.53, -0.02], [2.37, 3.38, 3.14], [-1.83, 0.41, -1.55], [-1.72, -0.52, -3.08], [-2.92, -0.83, -3.72], [-2.92, -1.57, -4.88], [-1.72, -2.02, -5.43], [-0.53, -1.69, -4.81], [-0.52, -0.96, -3.63], [-3.85, -0.47, -3.30], [-3.85, -1.81, -5.37], [-1.72, -2.60, -6.34], [0.42, -2.02, -5.24], [0.43, -0.74, -3.18], [1.32, -1.99, 2.86], [0.00, -1.86, 2.28], [-0.30, -1.39, 1.06], [0.96, -0.81, -0.25], [-1.62, -1.46, 0.88], [-2.22, -1.97, 2.02], [-3.54, -2.27, 2.33], [-3.78, -2.80, 3.58], [-2.74, -3.03, 4.49], [-1.42, -2.76, 4.18], [-1.18, -2.23, 2.91], [2.07, -1.80, 2.09], [1.46, -3.00, 3.24], [1.45, -1.28, 3.67], [-2.08, -1.08, 0.05], [-4.34, -2.10, 1.62], [-4.79, -3.05, 3.87], [-2.97, -3.44, 5.47], [-0.62, -2.94, 4.88], [1.29, 3.39, -1.67], [-0.03, 3.51, -2.38], [-0.91, 3.14, -1.22], [-0.03, 2.14, -3.06], [-0.31, 4.64, -3.16]],
  "lowdin_charge": [1.57, 0.14, -0.25, 0.12, -0.16, -0.06, -0.13, 0.13, -0.49, 0.18, -0.29, -0.49, 0.20, -0.27, 0.14, 0.15, 0.15, 0.74, -0.56, -0.11, -0.07, -0.07, -0.06, -0.13, 0.11, 0.11, 0.11, 0.11, 0.05, 0.00, -0.05, -0.54, 0.94, 0.13, -0.15, 0.02, -0.05, -0.05, 0.01, -0.14, 0.06, 0.11, 0.11, 0.05, 0.12, 0.12, 0.12, 0.12, -0.30, 0.43, -0.38, -0.39, -0.14],
  "de_lowest_kcal_mol": 30.4,
  "orbital_gap_ev": 5.24,
  "total_charge": 1,
  "e_lumo_ev": -5.91
}



Entry 3:
{
  "formula": "C9H26KMnO9",
  "method": "ωB97M-V/def2-TZVPD",
  "elements": ["Mn", "K", "C", "C", "O", "O", "H", "H", "H", "C", "C", "O", "O", "H", "H", "H", "C", "O", "H", "H", "H", "H", "C", "O", "H", "H", "H", "H", "C", "O", "H", "H", "H", "H", "C", "O", "H", "H", "H", "H", "C", "O", "H", "H", "H", "H"],
  "positions_angstrom": [[1.26, -0.24, 3.46], [4.12, 0.90, 1.02], [-0.34, 1.20, -0.03], [0.26, 0.70, 1.25], [-0.23, 1.04, 2.37], [1.36, 0.06, 1.26], [-1.25, 1.73, 0.23], [-0.64, 0.36, -0.66], [0.37, 1.85, -0.54], [3.90, -3.13, 4.40], [2.90, -2.09, 4.11], [2.83, -1.55, 2.95], [2.12, -1.70, 5.01], [4.34, -2.98, 5.38], [4.62, -3.29, 3.60], [3.38, -4.09, 4.56], [3.17, 0.28, -2.56], [3.19, 1.28, -1.54], [2.62, 0.58, -3.45], [4.19, 0.03, -2.88], [2.71, -0.63, -2.18], [2.90, 2.12, -1.92], [-3.74, 0.91, -2.14], [-4.02, 2.30, -2.33], [-3.79, 0.66, -1.07], [-4.54, 0.35, -2.61], [-2.76, 0.66, -2.54], [-3.23, 2.76, -2.63], [-0.07, -1.88, -3.27], [-1.48, -1.88, -3.26], [0.21, -1.32, -4.17], [0.29, -1.44, -2.34], [0.38, -2.88, -3.38], [-1.81, -2.60, -2.72], [-2.68, -2.66, -0.49], [-3.99, -2.98, -0.91], [-2.62, -2.71, 0.60], [-2.00, -3.43, -0.86], [-2.34, -1.69, -0.88], [-4.58, -2.24, -0.77], [-1.16, 4.76, 1.88], [0.17, 4.75, 2.42], [-1.13, 5.25, 0.90], [-1.53, 3.75, 1.68], [-1.84, 5.28, 2.55], [0.49, 3.85, 2.52]],
  "lowdin_charge": [1.25, 0.93, 0.03, -0.67, -0.07, -0.17, 0.08, 0.08, 0.09, 0.02, -0.70, -0.14, -0.04, 0.10, 0.09, 0.11, -0.12, -0.22, 0.09, 0.09, 0.08, 0.09, -0.16, -0.12, 0.07, 0.08, 0.07, 0.07, -0.16, -0.13, 0.08, 0.06, 0.09, 0.04, -0.17, -0.10, 0.08, 0.08, 0.05, 0.08, -0.14, -0.13, 0.08, 0.06, 0.08, 0.04],
  "orbital_gap_ev": [8.42, 7.82],
  "total_charge": 1,
  "s2": 8.75,
  "multiplicity": 6,
  "e_lumo_ev": [-3.82, -4.41]
}



The records above give, respectively, calculated total energy values of -376.1091 -4916.0733 -2786.4205 hartree.
The records above give, respectively, maximum force values of 3.75 4.33 1.31 eV Å⁻¹.